C5H8O | ωB97M-V/def2-TZVPD

Results
energy above the lowest of the compared OMol25 structures with the same formula, charge and spin	542.8	kJ/mol
HOMO-LUMO gap	9.647	eV
calculated total energy	-270.351148	a.u.

Last column: natural (NBO) charge in e.
Element x y z (Å)
1 C -0.9034 1.1297 -1.6616  -0.826
2 C -0.1379 -0.9025 -0.0738  -0.061
3 C 1.3367 -0.6344 0.1622  -0.520
4 C 0.7662 -0.7734 1.5383  0.139
5 O 0.1688 0.4356 1.9130  -0.473
6 C -0.6846 -0.3988 1.1224  -0.021
7 H -0.5127 1.7735 -0.8653  0.211
8 H -1.9723 1.3045 -1.7852  0.215
9 H -0.3586 1.3030 -2.5887  0.213
10 H -0.7936 0.0699 -1.4222  0.221
11 H 1.8158 0.3361 0.0191  0.237
12 H 1.9259 -1.4565 -0.2358  0.229
13 H 0.9817 -1.5056 2.3117  0.221
14 H -1.6321 -0.6812 1.5658  0.215

Atoms 1-3, force components in eV/Å:
C -0.1 0.3 -0.2
C 0.1 -0.5 0.6
C 0.3 -0.1 0.0

---

C5H8O | ωB97M-V/def2-TZVPD

Results
energy above the lowest of the compared OMol25 structures with the same formula, charge and spin	118.4	kJ/mol
HOMO-LUMO gap	10.827	eV
calculated total energy	-270.512782	a.u.
structure (SMILES)	C[C@H]1C[C@H]1C=O

Last column: natural (NBO) charge in e.
Element x y z (Å)
1 C -0.0614 1.6431 0.1103  -0.612
2 C 0.7537 0.4010 -0.1689  -0.187
3 C 0.8455 -0.7238 0.8109  -0.412
4 C 0.1291 -0.9459 -0.4951  -0.352
5 C -1.3520 -1.1309 -0.4960  0.438
6 O -2.0154 -1.2129 -1.5039  -0.515
7 H -0.9498 1.4209 0.7106  0.207
8 H 0.5379 2.3791 0.6590  0.216
9 H -0.3931 2.1166 -0.8194  0.219
10 H 1.6557 0.5931 -0.7456  0.218
11 H 0.2270 -0.6493 1.7051  0.212
12 H 1.7986 -1.2113 0.9850  0.223
13 H 0.6234 -1.5238 -1.2741  0.241
14 H -1.8367 -1.2384 0.4991  0.104

Atoms 1-3, force components in eV/Å:
C -0.1 0.0 0.0
C 0.1 0.1 0.0
C 0.1 0.0 0.2

---

C5H8O | ωB97M-V/def2-TZVPD

Results
energy above the lowest of the compared OMol25 structures with the same formula, charge and spin	124.5	kJ/mol
HOMO-LUMO gap	10.797	eV
calculated total energy	-270.510479	a.u.
structure (SMILES)	O=CCC1CC1

Last column: natural (NBO) charge in e.
Element x y z (Å)
1 O 1.7348 1.5964 -0.8658  -0.516
2 C 1.9783 0.7702 -0.0201  0.446
3 C 0.9786 -0.2346 0.5118  -0.510
4 C -0.2038 -0.4507 -0.3988  -0.229
5 C -1.5479 -0.8019 0.1767  -0.420
6 C -1.3169 0.5516 -0.4346  -0.406
7 H 2.9916 0.7143 0.4346  0.102
8 H 1.5072 -1.1747 0.7211  0.224
9 H 0.6463 0.1410 1.4929  0.232
10 H 0.0517 -0.9153 -1.3493  0.219
11 H -2.1673 -1.5135 -0.3610  0.217
12 H -1.6376 -0.8669 1.2586  0.209
13 H -1.7734 0.7749 -1.3943  0.220
14 H -1.2415 1.4094 0.2283  0.213

Atoms 1-3, force components in eV/Å:
O 0.1 -0.4 0.3
C -0.1 0.2 -0.2
C -0.1 0.0 0.0

---

C5H8O | ωB97M-V/def2-TZVPD

Results
energy above the lowest of the compared OMol25 structures with the same formula, charge and spin	143.9	kJ/mol
HOMO-LUMO gap	10.632	eV
calculated total energy	-270.503068	a.u.
structure (SMILES)	C1C[C@@H]2C[C@@H]2O1

Last column: natural (NBO) charge in e.
Element x y z (Å)
1 C -1.5004 -0.2677 -0.3424  -0.058
2 C -0.7432 0.9127 0.2682  -0.433
3 C 0.5425 0.2187 0.7228  -0.262
4 C 1.6390 0.1069 -0.3051  -0.431
5 C 0.6291 -0.9920 -0.1602  0.072
6 O -0.4841 -1.0062 -1.0185  -0.519
7 H -2.2807 -0.0061 -1.0627  0.191
8 H -1.9429 -0.8852 0.4558  0.160
9 H -0.5328 1.6572 -0.5089  0.205
10 H -1.2792 1.4099 1.0808  0.219
11 H 0.7774 0.1695 1.7813  0.223
12 H 1.5972 0.7709 -1.1640  0.220
13 H 2.6405 -0.1175 0.0535  0.218
14 H 0.9375 -1.9711 0.1993  0.194

Atoms 1-3, force components in eV/Å:
C -0.2 0.2 0.0
C 0.0 0.1 0.0
C 0.0 0.0 0.2

---

C5H8O | ωB97M-V/def2-TZVPD

Results
energy above the lowest of the compared OMol25 structures with the same formula, charge and spin	463.4	kJ/mol
HOMO-LUMO gap	8.807	eV
calculated total energy	-270.381392	a.u.

Last column: natural (NBO) charge in e.
Element x y z (Å)
1 O 1.8093 -0.0761 -1.4568  -0.530
2 C 1.7068 0.3871 -0.3448  0.438
3 C 0.6728 -0.0544 0.6715  -0.455
4 C 0.1127 -1.4614 0.4920  -0.198
5 C -1.3806 -0.1740 -0.4840  -0.512
6 C -0.6216 0.7636 0.4530  -0.373
7 H 2.3783 1.2102 -0.0152  0.109
8 H 1.0845 0.0923 1.6788  0.227
9 H 0.5137 -1.8593 -0.4574  0.157
10 H -1.2466 -1.2275 0.0240  0.237
11 H -1.0131 -0.1586 -1.5109  0.232
12 H -2.4699 -0.0831 -0.4640  0.232
13 H -0.4676 1.7701 0.0468  0.213
14 H -1.1554 0.8602 1.4018  0.222

Atoms 1-3, force components in eV/Å:
O 0.0 0.2 0.5
C 0.0 -0.2 -0.4
C 0.0 -0.1 0.0

---

C5H8O | ωB97M-V/def2-TZVPD

Results
energy above the lowest of the compared OMol25 structures with the same formula, charge and spin	220.9	kJ/mol
HOMO-LUMO gap	9.479	eV
calculated total energy	-270.473767	a.u.
structure (SMILES)	O/C=C\C1CC1

Last column: natural (NBO) charge in e.
Element x y z (Å)
1 O 1.3471 1.4789 -1.2089  -0.682
2 C 1.7507 0.8181 -0.0911  0.131
3 C 0.8775 0.3577 0.7901  -0.310
4 C -0.5824 0.1871 0.5541  -0.304
5 C -0.7068 -1.2830 0.2050  -0.393
6 C -1.3685 -0.2787 -0.6652  -0.416
7 H 0.3952 1.6088 -1.0624  0.479
8 H 2.8240 0.6907 0.0012  0.186
9 H 1.1981 -0.1990 1.6675  0.213
10 H -1.2325 0.6122 1.3198  0.222
11 H 0.2142 -1.6967 -0.2084  0.220
12 H -1.2118 -1.9189 0.9116  0.213
13 H -1.0609 -0.1562 -1.7001  0.221
14 H -2.4436 -0.2210 -0.5133  0.221

Atoms 1-3, force components in eV/Å:
O -0.1 0.1 -0.1
C 0.1 0.1 0.3
C 0.3 0.2 -0.1

---

C5H8O | ωB97M-V/def2-TZVPD

Results
energy above the lowest of the compared OMol25 structures with the same formula, charge and spin	264.0	kJ/mol
HOMO-LUMO gap	10.479	eV
calculated total energy	-270.457353	a.u.
structure (SMILES)	CC1=C[C@H]1CO

Last column: natural (NBO) charge in e.
Element x y z (Å)
1 C -2.0276 -0.1821 0.2783  -0.660
2 C -0.7289 0.1488 -0.3370  0.083
3 C 0.0188 0.9199 -1.0632  -0.265
4 C 0.6270 -0.3960 -0.6642  -0.269
5 C 1.6616 -0.4441 0.4530  -0.074
6 O 1.3780 0.5716 1.3879  -0.714
7 H -1.8955 -0.5315 1.3058  0.237
8 H -2.7128 0.6699 0.2751  0.226
9 H -2.4847 -0.9978 -0.2915  0.233
10 H 0.0713 1.7936 -1.6933  0.227
11 H 0.7147 -1.1944 -1.4091  0.182
12 H 2.6873 -0.3366 0.0649  0.156
13 H 1.6056 -1.4167 0.9597  0.172
14 H 1.0707 1.3106 0.8463  0.465

Atoms 1-3, force components in eV/Å:
C -0.1 0.0 0.0
C 0.0 0.1 -0.3
C -0.4 -0.1 -0.2

---

C5H8O | ωB97M-V/def2-TZVPD

Results
energy above the lowest of the compared OMol25 structures with the same formula, charge and spin	141.6	kJ/mol
HOMO-LUMO gap	10.766	eV
calculated total energy	-270.503947	a.u.
structure (SMILES)	O=CC1CCC1

Last column: natural (NBO) charge in e.
Element x y z (Å)
1 O 1.9974 0.0523 -1.4594  -0.525
2 C 1.7541 0.6117 -0.4156  0.448
3 C 0.5839 0.2642 0.4591  -0.329
4 C 0.0066 -1.1460 0.2323  -0.400
5 C -1.3463 -0.5376 -0.1486  -0.398
6 C -0.8319 0.9009 0.0993  -0.389
7 H 2.4101 1.4285 -0.0453  0.106
8 H 0.8717 0.4282 1.5064  0.216
9 H 0.4911 -1.6696 -0.5939  0.226
10 H -0.0082 -1.7881 1.1168  0.206
11 H -1.4851 -0.6424 -1.2254  0.206
12 H -2.2153 -0.9148 0.3905  0.208
13 H -1.0283 1.4686 -0.8209  0.215
14 H -1.1998 1.5441 0.9049  0.211

Atoms 1-3, force components in eV/Å:
O 0.0 0.3 0.4
C 0.0 0.0 -0.3
C 0.1 0.0 0.0

---

C5H8O | ωB97M-V/def2-TZVPD

Results
energy above the lowest of the compared OMol25 structures with the same formula, charge and spin	537.6	kJ/mol
HOMO-LUMO gap	9.678	eV
calculated total energy	-270.353143	a.u.

Last column: natural (NBO) charge in e.
Element x y z (Å)
1 C 0.5250 0.7294 1.1988  -0.084
2 C 0.9633 -0.2955 0.1511  -0.298
3 C 0.4141 -1.6243 -0.0011  -0.178
4 C -0.4200 -0.7124 -0.4478  -0.029
5 C -1.4073 0.2974 -0.0017  -0.110
6 O -0.8919 0.6815 1.2701  -0.518
7 H 0.9031 0.5789 2.2102  0.196
8 H 0.8548 1.7154 0.8289  0.169
9 H 0.4414 0.3897 -1.9411  -0.002
10 H 1.8076 0.0095 -0.4839  0.192
11 H 0.7579 -2.6231 -0.2030  0.227
12 H -0.0755 -0.1814 -2.0440  0.034
13 H -2.4030 -0.1213 0.1526  0.213
14 H -1.4697 1.1563 -0.6892  0.188

Atoms 1-3, force components in eV/Å:
C 0.3 0.0 0.2
C 0.2 0.2 0.1
C 0.1 0.0 -0.2

---

C5H8O | ωB97M-V/def2-TZVPD

Results
energy above the lowest of the compared OMol25 structures with the same formula, charge and spin	242.4	kJ/mol
HOMO-LUMO gap	9.881	eV
calculated total energy	-270.465566	a.u.
structure (SMILES)	C=C=O.C=CC

Last column: natural (NBO) charge in e.
Element x y z (Å)
1 C -1.7225 0.2885 -0.7761  -0.795
2 C -1.1197 -0.8063 -1.1951  0.724
3 O -0.7400 -1.7250 -1.8131  -0.494
4 H -1.7890 0.6401 0.2416  0.248
5 H -2.2754 0.7754 -1.5645  0.260
6 C 0.4474 -1.2230 0.6087  -0.450
7 C 1.0985 -0.1549 0.1554  -0.129
8 C 0.9077 1.2100 0.7024  -0.653
9 H -0.3433 -1.1291 1.3516  0.199
10 H 0.6858 -2.2187 0.2631  0.218
11 H 1.9208 -0.2521 -0.5521  0.206
12 H 1.7020 1.1496 1.4487  0.231
13 H 1.1091 2.0388 0.0164  0.224
14 H -0.0498 1.3604 1.2103  0.211

Atoms 1-3, force components in eV/Å:
C -0.2 -0.1 -0.1
C -0.3 -0.4 -1.1
O -0.3 0.6 0.4

---

C5H8O | ωB97M-V/def2-TZVPD

Results
energy above the lowest of the compared OMol25 structures with the same formula, charge and spin	248.7	kJ/mol
HOMO-LUMO gap	10.791	eV
calculated total energy	-270.463151	a.u.
structure (SMILES)	O[C@H]1C[C@H]2C[C@H]21

Last column: natural (NBO) charge in e.
Element x y z (Å)
1 O -0.9314 1.8951 -0.0736  -0.700
2 C -0.7449 0.6408 0.5378  0.108
3 C -1.1081 -0.6322 -0.2930  -0.430
4 C 0.3152 -1.1007 -0.1021  -0.198
5 C 1.3524 -0.1033 -0.5681  -0.464
6 C 0.6774 0.0442 0.7788  -0.264
7 H -0.4544 1.8949 -0.9125  0.461
8 H -1.3122 0.6973 1.4705  0.189
9 H -1.4308 -0.4654 -1.3250  0.205
10 H -1.8232 -1.2813 0.2194  0.214
11 H 0.6527 -2.1035 0.1253  0.224
12 H 1.1894 0.8869 -0.9042  0.209
13 H 2.3683 -0.4883 -0.6386  0.229
14 H 1.2496 0.1154 1.6852  0.218

Atoms 1-3, force components in eV/Å:
O 0.4 0.0 -0.1
C 0.0 -0.3 0.4
C 0.0 0.0 -0.1

---

C5H8O | ωB97M-V/def2-TZVPD

Results
energy above the lowest of the compared OMol25 structures with the same formula, charge and spin	219.4	kJ/mol
HOMO-LUMO gap	10.872	eV
calculated total energy	-270.474317	a.u.
structure (SMILES)	C#CCCCO

Last column: natural (NBO) charge in e.
Element x y z (Å)
1 C -1.0023 -1.0172 -2.0324  -0.276
2 C -0.0113 -0.4410 -1.6608  0.016
3 C 1.0942 0.2299 -0.9635  -0.485
4 C 0.6057 0.7859 0.3912  -0.398
5 C -0.3749 -0.1542 1.0766  -0.065
6 O -0.7114 0.3797 2.3422  -0.720
7 H -1.8904 -1.5377 -2.3113  0.239
8 H 1.5124 1.0354 -1.5780  0.238
9 H 1.9017 -0.4962 -0.8056  0.231
10 H 1.4688 0.9658 1.0416  0.215
11 H 0.0996 1.7462 0.2464  0.209
12 H -1.2593 -0.2453 0.4409  0.175
13 H 0.0649 -1.1621 1.1680  0.152
14 H -1.4977 -0.0890 2.6447  0.468

Atoms 1-3, force components in eV/Å:
C 0.5 0.2 0.1
C -0.5 -0.3 -0.1
C 0.0 0.0 0.0

---

C5H8O | ωB97M-V/def2-TZVPD

Results
energy above the lowest of the compared OMol25 structures with the same formula, charge and spin	487.0	kJ/mol
HOMO-LUMO gap	9.610	eV
calculated total energy	-270.372399	a.u.

Last column: natural (NBO) charge in e.
Element x y z (Å)
1 C -0.9430 -1.1480 0.6979  -0.613
2 C -0.7706 -0.2653 -0.5202  -0.368
3 C 0.1824 1.3820 -0.7545  -0.125
4 C 1.1411 1.2090 0.4296  -0.175
5 O 1.6009 -0.0964 0.0207  -0.532
6 C 0.6446 -0.0185 -1.0300  0.001
7 H -0.2469 -0.8734 1.4938  0.228
8 H -0.7379 -2.1895 0.4309  0.224
9 H -1.9641 -1.0849 1.0845  0.216
10 H -1.4283 -0.4814 -1.3623  0.245
11 H -1.1237 0.8353 -0.2833  0.288
12 H 0.7619 1.2362 1.4579  0.191
13 H 1.9401 1.9515 0.3160  0.216
14 H 0.9436 -0.4565 -1.9812  0.205

Atoms 1-3, force components in eV/Å:
C 0.0 0.0 0.1
C -0.1 -0.2 0.0
C 0.2 0.0 0.0

---

C5H8O | ωB97M-V/def2-TZVPD

Results
energy above the lowest of the compared OMol25 structures with the same formula, charge and spin	366.3	kJ/mol
HOMO-LUMO gap	9.244	eV
calculated total energy	-270.418362	a.u.

Last column: natural (NBO) charge in e.
Element x y z (Å)
1 O -0.6018 2.4385 -0.4908  -0.523
2 C -0.3648 1.3069 -0.1457  0.616
3 C -1.3947 0.2225 0.1698  -0.528
4 C -0.5576 -1.0424 0.2994  -0.553
5 C 0.9207 -0.7610 0.0588  -0.310
6 C 1.0515 0.7379 0.0502  -0.541
7 H -1.9677 0.5335 1.0588  0.236
8 H -2.1221 0.1731 -0.6523  0.233
9 H -0.9273 -1.9326 0.8077  0.233
10 H -0.0376 -1.3106 -0.7663  0.333
11 H 1.2409 -1.1106 -1.2388  0.078
12 H 1.6073 -1.4085 0.5795  0.239
13 H 1.4289 1.0958 1.0129  0.246
14 H 1.7242 1.0575 -0.7431  0.242

Atoms 1-3, force components in eV/Å:
O 0.1 -0.5 0.2
C 0.1 0.2 -0.1
C 0.2 0.0 -0.2

---

C5H8O | ωB97M-V/def2-TZVPD

Results
energy above the lowest of the compared OMol25 structures with the same formula, charge and spin	211.4	kJ/mol
HOMO-LUMO gap	11.084	eV
calculated total energy	-270.477366	a.u.
structure (SMILES)	C#CC(C)(C)O

Last column: natural (NBO) charge in e.
Element x y z (Å)
1 C 1.8305 0.5669 1.6575  -0.240
2 C 1.0892 0.3614 0.7294  -0.029
3 C -0.1160 -0.0994 -0.0004  0.165
4 C -0.9088 1.0434 -0.6412  -0.616
5 C 0.1891 -1.2218 -0.9886  -0.606
6 O -0.9303 -0.6989 1.0102  -0.700
7 H 2.4266 0.6771 2.5339  0.239
8 H -0.9927 1.8880 0.0513  0.214
9 H -0.4682 1.4050 -1.5751  0.215
10 H -1.9140 0.6610 -0.8440  0.224
11 H 0.8848 -1.9387 -0.5449  0.225
12 H 0.6131 -0.8418 -1.9227  0.213
13 H -0.7507 -1.7379 -1.2054  0.224
14 H -0.9527 -0.0644 1.7399  0.471

Atoms 1-3, force components in eV/Å:
C -0.2 -0.1 -0.4
C 0.2 0.0 0.6
C 0.1 0.0 -0.2

---

C5H8O | ωB97M-V/def2-TZVPD

Results
energy above the lowest of the compared OMol25 structures with the same formula, charge and spin	285.7	kJ/mol
HOMO-LUMO gap	10.670	eV
calculated total energy	-270.449065	a.u.

Last column: natural (NBO) charge in e.
Element x y z (Å)
1 O 2.5003 -0.6082 -1.1384  -0.511
2 C 2.4559 0.4701 -0.7809  0.515
3 C 0.0434 -0.5234 1.2780  -0.196
4 C -0.4308 -1.5271 0.2490  -0.426
5 C -1.2328 -0.3376 -0.3696  -0.425
6 C -0.6436 0.4940 0.7498  -0.185
7 H 0.9106 2.6908 -0.7479  0.002
8 H 0.7053 -0.6167 2.1351  0.204
9 H 0.3470 -1.9481 -0.3989  0.208
10 H -1.0514 -2.3437 0.6343  0.206
11 H -0.9316 -0.0534 -1.3851  0.204
12 H -2.3218 -0.4587 -0.3458  0.206
13 H 0.4083 3.2200 -0.8930  -0.008
14 H -0.7587 1.5418 1.0133  0.207

Atoms 1-3, force components in eV/Å:
O 0.0 1.3 0.4
C 0.1 -1.4 -0.5
C 0.0 0.1 0.0

---

C5H8O | ωB97M-V/def2-TZVPD

Results
energy above the lowest of the compared OMol25 structures with the same formula, charge and spin	233.3	kJ/mol
HOMO-LUMO gap	9.192	eV
calculated total energy	-270.469024	a.u.
structure (SMILES)	C[C@@H]1C=COC1

Last column: natural (NBO) charge in e.
Element x y z (Å)
1 C 1.4151 -0.7732 -0.3252  -0.605
2 C 0.2419 0.1639 -0.6630  -0.310
3 C -0.0771 1.2188 0.3893  -0.373
4 C -0.7749 0.7259 1.4204  0.173
5 O -1.4097 -0.4207 1.1793  -0.544
6 C -1.1014 -0.4821 -0.5585  -0.036
7 H 1.1826 -1.3372 0.5836  0.216
8 H 1.6064 -1.4977 -1.1306  0.207
9 H 2.3396 -0.2134 -0.1511  0.216
10 H 0.4447 0.6904 -1.6085  0.230
11 H 0.1512 2.2565 0.2446  0.217
12 H -0.7827 1.1869 2.4141  0.199
13 H -1.2324 -1.5452 -0.5582  0.202
14 H -1.8486 0.0924 -1.1388  0.208

Atoms 1-3, force components in eV/Å:
C -0.1 0.1 0.1
C -0.4 0.1 0.3
C 0.8 0.7 0.4